Record 1
Density functional theory data (the ωB97M-V functional and the def2-TZVPD basis) for a structure of composition C28H47MgN3OP.

Output
Maximum force   0.00736 Eh/bohr
Net charge   -1
Highest occupied orbital energy   -0.166 Ha

Each line ends with the Mulliken charge.
Geometry (Å):
P -0.26655 0.00591 1.82526  0.04
Mg 0.11356 -0.76130 -1.39520  0.46
O -1.66956 -0.90244 -2.01184  0.06
N 1.17763 0.66096 -2.63741  0.26
N 1.34875 -2.11742 -2.46726  0.04
N 0.43356 -0.33645 0.51048  0.24
C 2.39261 2.67433 -1.90137  0.83
C 1.22160 2.11022 -2.67891  -1.83
C 0.78115 2.56310 2.31409  -2.03
C 2.27342 0.66635 2.76553  -1.71
C -1.05438 -2.67061 1.87367  -1.74
C 3.90123 2.57509 -0.02716  -0.44
C 1.89746 -1.41869 -3.51214  -0.11
C -1.57812 -1.50664 4.02178  -2.00
C 2.44981 -2.28652 -4.45875  -1.12
C -2.03737 -1.80311 -4.19636  -1.59
C 4.09924 4.36060 -1.61753  -0.57
C 3.03376 3.82996 -2.33305  -0.59
C -2.54740 -1.66010 -2.75369  1.66
C 0.48642 1.25894 4.40343  -1.99
C 4.53714 3.73131 -0.46187  -0.48
C 2.83449 2.04603 -0.73866  0.25
C -2.96927 -0.17755 1.08683  -1.98
C 1.54623 -3.41224 -2.75221  -0.57
C -2.68830 -3.06046 -2.13573  -1.37
C -3.92367 -0.97884 -2.76774  -1.67
C -2.57293 1.56875 2.81020  -2.10
C -0.58897 -1.57949 2.85352  2.16
C 2.22423 -3.57710 -3.96656  -0.70
C -1.83583 1.88032 0.44476  -1.62
C 0.76192 -2.06889 3.39751  -2.09
C 0.81867 1.14854 2.91134  2.42
C -1.95982 0.86584 1.59292  2.43
C 1.82118 0.00523 -3.53492  0.20
H -3.38106 -3.69834 -2.69531  0.46
H -2.59797 -1.31776 3.68960  0.34
H -1.70847 -3.54521 -2.11636  0.20
H -0.43792 -2.65454 0.97415  0.13
H -3.57580 1.92001 2.54153  0.52
H 0.63881 -3.09212 3.76751  0.65
H 1.51650 -2.07690 2.60891  0.30
H 2.95023 1.49007 3.01776  0.54
H 1.20320 -4.18304 -2.07502  0.43
H -3.87196 0.35137 0.76063  0.75
H -2.00286 2.44236 3.12469  0.32
H -2.68070 0.90557 3.66802  0.26
H -0.94827 -3.64756 2.35779  0.58
H 0.29124 2.49116 -2.24861  0.34
H -3.83157 0.01487 -3.21307  0.34
H 2.33130 0.52493 -4.35440  0.32
H -2.71777 -2.38656 -4.82668  0.46
H 2.50606 -0.16212 3.43148  0.24
H 2.46143 0.34355 1.74031  0.26
H -1.91949 -0.80865 -4.63535  0.33
H 4.59127 5.25987 -1.96880  0.35
H -2.57564 -0.71875 0.22282  0.09
H -2.84021 2.24159 0.19694  0.58
H 2.94226 -2.00142 -5.37726  0.46
H -0.53402 1.59059 4.59057  0.25
H -1.58307 -2.47312 4.53977  0.51
H 0.95504 2.54540 1.23805  0.11
H 2.32279 1.15168 -0.39155  0.14
H 0.64030 0.31926 4.93248  0.27
H -4.66789 -1.55093 -3.33204  0.41
H -3.27155 -0.87882 1.86273  0.15
H 4.23334 2.07985 0.87709  0.36
H 1.26928 2.47265 -3.71333  0.49
H 2.50936 -4.51489 -4.41865  0.42
H 1.15842 1.99689 4.85760  0.53
H -1.31599 -0.74617 4.75677  0.23
H -0.16001 3.07363 2.50938  0.30
H -1.43290 1.40167 -0.44731  -0.11
H -4.27721 -0.85778 -1.74087  0.26
H -2.09453 -2.56164 1.57696  0.28
H 1.57750 3.15967 2.77224  0.66
H -1.05763 -2.28922 -4.19236  0.18
H 5.37196 4.13725 0.09690  0.39
H 2.69942 4.31586 -3.24399  0.36
H 1.12390 -1.46831 4.23039  0.31
H -1.22355 2.74406 0.69135  0.31
H -3.04747 -2.97360 -1.10644  0.22

Record 2
Density functional theory data (the ωB97M-V functional and the def2-TZVPD basis) for a structure of composition C17H33F6Li2NO7 in a non-equilibrium geometry.

Output
Maximum force   0.11877 Eh/bohr
Net charge   +1
Highest occupied orbital energy (alpha / beta)   -0.429 / -0.429 Ha
Multiplicity   2

Each line ends with the Löwdin spin population.
Geometry (Å):
F -2.45046 -0.44648 4.92266  0.00
F 5.50984 -2.38386 -0.95957  0.00
F 4.37922 -0.58103 -1.52434  0.00
F -1.04291 0.51569 3.54399  0.00
F 3.35351 -2.54530 -1.29296  0.00
F -1.13202 -1.69729 3.70254  0.00
O 4.59551 -2.30514 1.49117  0.00
O 3.36744 -0.43588 0.91553  0.00
O -2.61698 2.14838 -0.02663  0.04
O 2.80693 4.99313 -0.53377  0.00
O -4.08981 -0.50054 2.71527  0.00
O -0.02647 1.25292 0.93669  0.09
O -2.40994 -0.75005 1.21072  0.00
N -1.42890 -0.74798 -1.80186  0.52
C 4.15497 -1.48196 0.63864  0.00
C -0.67048 -1.98570 -1.99486  0.05
C -0.83598 0.40734 -2.46018  0.07
C -5.08172 -0.81089 1.81633  0.00
C -2.80232 -0.54969 2.40930  0.00
C 0.65688 0.68571 -2.13849  0.01
C -3.18666 -1.28631 -3.44268  0.05
C 5.06439 4.14910 0.07712  0.00
C 4.33734 -1.75308 -0.83370  0.00
C -2.88046 -0.82592 -2.02096  0.04
C 3.00852 1.24106 2.57482  0.00
C -1.85651 -0.54474 3.70277  0.00
C 3.59605 4.04370 -0.36459  0.00
C 2.77360 -0.17048 2.19862  0.00
C -1.06675 -3.04065 -0.93523  0.01
C 3.24282 2.68047 -0.97816  0.00
C -5.28256 -2.29469 1.64682  0.00
Li -1.50193 0.48675 -0.04748  0.00
Li -1.08930 2.85945 0.94668  0.00
H 3.24164 -0.78776 2.96543  0.00
H 0.90159 0.65585 -1.07673  0.00
H 5.65180 4.38442 -0.81039  0.00
H 2.73710 1.37665 3.62174  0.00
H -0.88646 0.33041 -3.54629  0.05
H -2.10948 -3.35319 -0.87944  0.00
H -3.23911 -2.37445 -3.47850  0.00
H 2.42064 2.01695 2.08442  0.00
H -4.60318 -2.63071 0.86347  0.00
H 4.01448 1.59118 2.34339  0.00
H -4.17468 -0.88791 -3.67331  0.00
H -3.31540 -1.53629 -1.31790  0.01
H 1.73068 -0.47652 2.28089  0.00
H -3.32280 1.94333 -0.67029  0.00
H -0.86664 -2.45245 -2.96014  0.03
H -0.70325 -2.76810 0.05558  0.00
H 4.11731 2.15718 -1.36484  0.00
H -1.42531 1.30524 -2.27423  0.01
H 5.15041 5.01109 0.73869  0.00
H -6.28422 -2.51733 1.27911  0.00
H -0.58832 -3.97234 -1.23715  0.00
H 2.82428 2.05943 -0.18617  0.00
H 1.11898 1.59876 -2.51386  0.00
H 1.25968 -0.08565 -2.61779  0.00
H 2.45240 2.92912 -1.68633  0.00
H -2.48419 -1.00428 -4.22696  0.00
H 0.71140 1.04083 1.54092  0.00
H -5.04297 -0.29850 0.85505  0.00
H -5.19269 -2.81728 2.59914  0.00
H 0.39703 -1.85839 -1.81508  0.00
H -5.99868 -0.37197 2.20954  0.00
H -3.30402 0.16553 -1.86053  0.00
H 5.41738 3.30119 0.66410  0.00